{"formula": "C23H37MnO3", "method": "the ωB97M-V functional and the def2-TZVPD basis", "homo_energy_ha": [-0.0528, -0.0893], "lumo_ev": [2.55, 2.54], "s2": 8.771, "e_above_lowest_kj_mol": 227.4, "gap_ev": [4.0, 5.0], "spin_multiplicity": 6, "total_charge": -1, "symbols": ["O", "C", "C", "H", "H", "C", "H", "H", "C", "H", "H", "H", "C", "H", "H", "H", "Mn", "C", "C", "C", "H", "C", "C", "H", "H", "H", "H", "C", "C", "C", "H", "C", "C", "H", "H", "H", "H", "O", "C", "C", "H", "H", "C", "H", "H", "C", "H", "H", "H", "H", "C", "C", "C", "C", "O", "H", "H", "H", "H", "H", "H", "H", "H", "H"], "positions_angstrom": [[0.0250, -0.4854, -2.3471], [-0.2943, 0.5821, -3.3287], [-0.2351, -0.2965, -4.5267], [0.4446, 1.3971, -3.3769], [-1.3028, 0.9255, -3.0948], [0.0356, -1.4062, -3.4933], [0.6082, -0.1891, -5.2087], [-1.1993, -0.3394, -5.0312], [1.4089, -2.0366, -3.6420], [2.1666, -1.3126, -3.3070], [1.6142, -2.2862, -4.6906], [1.5312, -2.9472, -3.0379], [-1.1831, -2.2854, -3.5724], [-2.0810, -1.6506, -3.5652], [-1.2836, -3.0540, -2.8022], [-1.1494, -2.7638, -4.5595], [-0.3906, -1.1663, 0.2115], [-2.0855, -1.6601, 1.5168], [-1.8585, -0.2953, 1.9571], [-1.7406, 0.4790, 0.7272], [-2.2984, 0.1520, 2.8553], [-2.2446, -0.2972, -0.3774], [-2.4090, -1.6615, 0.1045], [-2.8381, -2.5079, -0.4396], [-2.2435, -2.4930, 2.1952], [-1.5729, 1.5528, 0.6979], [-2.6029, 0.0880, -1.3345], [0.6094, -2.4229, 1.6315], [0.0676, -3.2200, 0.5618], [0.6861, -2.8087, -0.6495], [-0.6121, -4.0666, 0.6572], [1.6274, -1.7642, -0.3478], [1.5724, -1.5084, 1.0711], [2.1949, -0.8260, 1.6365], [0.4038, -2.5575, 2.6870], [0.5526, -3.3590, -1.5728], [2.3516, -1.3372, -1.0337], [2.4808, 3.3076, -2.0029], [1.6368, 2.5754, -1.0931], [0.1980, 3.1456, -1.1234], [2.0876, 2.6400, -0.0962], [1.6820, 1.5081, -1.3702], [0.3123, 4.4632, -1.9447], [-0.2067, 3.3685, -0.1331], [-0.4934, 2.4365, -1.5965], [1.7179, 4.3877, -2.5961], [0.2829, 5.3401, -1.2836], [-0.5010, 4.6022, -2.6778], [2.2817, 5.3397, -2.4559], [1.6901, 4.2053, -3.6928], [-0.6544, 1.4569, 4.9524], [-0.0567, 0.1289, 4.5007], [1.4518, 0.1356, 4.7505], [-0.6597, -1.0133, 5.3336], [-0.2051, -0.0970, 3.1295], [-0.4195, 1.6513, 6.0055], [-1.7416, 1.4719, 4.8365], [-0.2281, 2.2642, 4.3578], [1.6643, 0.2615, 5.8170], [1.9030, -0.8006, 4.4048], [1.9069, 0.9550, 4.1881], [-1.7506, -1.0407, 5.2269], [-0.2347, -1.9642, 4.9860], [-0.4193, -0.9010, 6.4057]]}